Density functional theory data (wB97M-V/def2-TZVPD) for a cluster of 2 separate species, BrClFHSi in total at a distorted geometry.

Geometry as ORCA input:
```
! wB97M-V def2-TZVPD RIJCOSX def2/J DEFGRID3
* xyz 0 1
F -1.8093 -0.2369 -1.3051
Si -0.7421 -0.0253 -0.0518
Cl -0.8845 -1.8050 0.9886
Br 2.8717 1.2785 0.4181
H 0.5641 0.7887 -0.0497
*
```

energy above the lowest of the compared OMol25 structures with the same formula, charge and spin	4.215	eV
HOMO-LUMO gap (alpha / beta)	5.26 / 7.30	eV
lowest unoccupied orbital energy (alpha / beta)	-3.38 / -2.35	eV
total energy	-3424.16482	a.u.
highest occupied orbital energy (alpha / beta)	-8.645 / -9.651	eV

Density functional theory data (wB97M-V/def2-TZVPD) for a cluster of 2 separate species, BrClFNO in total at a distorted geometry.

Geometry as ORCA input:
```
! wB97M-V def2-TZVPD RIJCOSX def2/J DEFGRID3
* xyz 0 1
N 0.4919 0.0597 1.6179
O 0.7938 -1.0131 1.8956
F 1.4613 0.8056 0.7889
Cl -1.5051 0.9171 -1.4595
Br -1.2420 -0.7693 -2.8429
*
```

energy above the lowest of the compared OMol25 structures with the same formula, charge and spin	0.088	eV
SMILES string	ClBr.O=NF
HOMO-LUMO gap	9.06	eV
lowest unoccupied orbital energy	-1.70	eV
total energy	-3263.94265	a.u.
highest occupied orbital energy	-10.761	eV